The following is a quantum chemistry calculation of an isolated ion of composition C10H18N2O2 and charge +2 at a distorted geometry, from OMol25.

As for the relative energy (zero: lowest compared OMol25 entry of this formula, charge and spin): 0.0 kJ/mol. For the frontier orbital gap (spin up / spin down), the calculation gives 7.0 / 7.0 eV. As for the total charge: +2. The SMILES is CCOC(=O)C1=C(C)[N+](C)=C[N+]1(C)C. The energy comes out at -17715.7804 eV.

Each line ends with the Löwdin charge.
CARTESIAN COORDINATES (ANGSTROEM)
C  -2.379  0.117  -0.666  0.1676
C  -0.353  -0.003  0.156  -0.0196
C  -0.511  -1.125  -0.554  -0.1568
C  0.939  0.631  0.584  -0.4546
C  0.530  -2.176  -0.796  0.0207
C  4.088  0.454  1.346  -0.0545
C  -2.499  -2.225  -1.790  0.0876
C  -2.009  0.913  1.636  0.0920
C  -1.399  2.191  -0.176  0.0589
C  3.336  0.787  0.052  -0.1330
N  -1.809  -1.177  -1.017  0.0895
N  -1.556  0.756  0.217  -0.2679
O  0.964  1.456  1.476  0.1336
O  1.968  0.296  -0.103  0.0227
H  -3.372  0.298  -0.637  0.1562
H  0.071  -3.270  -0.693  0.1464
H  1.421  -2.231  -0.088  0.1237
H  0.958  -2.174  -1.877  0.1458
H  4.172  -0.608  1.414  0.0580
H  5.196  0.583  1.127  0.1231
H  3.719  0.741  2.355  0.1006
H  -3.379  -1.791  -2.273  0.1313
H  -2.679  -2.963  -1.108  0.0962
H  -1.925  -2.482  -2.654  0.1207
H  -2.167  -0.088  2.102  0.1523
H  -1.243  1.574  2.205  0.1697
H  -2.940  1.486  1.466  0.1226
H  -1.286  2.397  -1.338  0.1798
H  -2.363  2.833  0.120  0.1799
H  -0.486  2.500  0.370  0.1120
H  3.794  0.363  -0.839  0.1320
H  3.200  1.939  -0.017  0.1634

Cartesian forces, eV/Å:
2.15 -7.50 -0.77
2.50 0.05 -0.27
1.92 -1.15 0.40
0.86 1.35 1.70
0.48 -3.21 -0.96
0.96 -1.06 -0.54
0.05 2.82 -1.82
-1.13 0.42 2.26
-0.67 3.95 -2.61
-0.05 3.23 1.00
-2.81 6.51 0.73
1.98 0.68 -0.62
-0.73 -0.17 -0.04
-0.58 -2.12 -1.08
-3.27 0.63 -0.63
0.61 2.33 -0.23
-1.43 0.75 -0.83
-0.82 0.33 1.76
-0.49 -1.26 0.06
-1.35 0.96 0.55
0.32 0.67 -1.12
-0.23 -0.08 0.75
-0.67 -2.34 1.37
0.93 -0.62 -0.11
0.13 0.85 -0.31
-1.14 -1.43 -1.18
0.26 -0.57 0.99
0.02 -0.99 2.34
2.21 -1.70 -0.42
-0.76 0.30 -0.39
0.22 0.26 0.24
0.54 -1.88 -0.20

The following is a quantum chemistry calculation of a single C10H18N2O3S molecule at a distorted geometry, from OMol25.

As for the relative energy (zero: lowest compared OMol25 entry of this formula, charge and spin): 315.6 kJ/mol. For the frontier orbital gap, the calculation gives 9.2 eV. The SMILES is CN(C)C1=N[C@H]2[C@H](O)[C@@H](O)[C@H](CO)C[C@H]2S1. The energy comes out at -30617.8797 eV.

Each line ends with the Löwdin charge.
CARTESIAN COORDINATES (ANGSTROEM)
N  0.534  0.967  -1.543  0.0652
O  -2.995  -1.888  3.132  -0.0860
O  -3.064  -1.633  0.569  0.0050
O  -2.184  -0.068  -1.655  -0.0431
S  1.685  -0.244  0.507  1.0175
C  1.630  0.390  -1.152  -0.5984
N  2.718  0.362  -2.062  -0.1936
C  2.426  0.794  -3.473  -0.0619
C  4.105  0.162  -1.737  -0.0774
C  -1.981  -0.934  3.347  -0.2078
C  -0.441  0.431  2.175  -0.1864
C  -1.323  -0.717  1.991  -0.2719
C  -2.248  -0.555  0.815  -0.3133
C  -1.414  -0.171  -0.423  -0.2537
C  -0.444  1.032  -0.370  -0.2867
C  0.305  0.916  0.927  -0.4704
H  -3.272  -1.984  2.191  0.0593
H  -3.423  -1.412  -0.305  0.1246
H  -1.594  0.119  -2.382  0.0728
H  2.667  1.815  -3.600  0.0591
H  1.361  0.686  -3.829  0.0876
H  3.049  0.274  -4.249  0.0920
H  4.198  0.650  -0.825  0.0550
H  4.330  -0.893  -1.688  0.0888
H  4.786  0.611  -2.400  0.0739
H  -2.513  -0.062  3.757  0.1276
H  -1.350  -1.375  4.141  0.1360
H  -0.980  1.239  2.586  0.1235
H  0.316  0.131  2.808  0.0952
H  -0.681  -1.597  1.749  0.1700
H  -2.949  0.186  0.963  0.1488
H  -0.858  -1.104  -0.728  0.1634
H  -1.084  1.980  -0.360  0.1779
H  0.687  1.895  1.122  0.1075

Cartesian forces, eV/Å:
-0.89 0.12 2.03
-1.13 -1.29 0.32
-0.32 -1.78 -1.54
-1.82 0.33 1.39
0.39 0.67 -0.14
0.85 1.10 -2.11
-2.58 -0.12 -1.39
-0.56 -1.35 -0.44
-1.50 -1.23 0.39
-1.72 -1.37 -0.69
0.70 1.09 -2.67
0.57 -1.55 0.39
1.50 1.49 -0.81
1.32 -1.70 -2.83
-1.16 -0.75 -0.39
0.47 -0.27 0.04
0.40 0.26 1.04
-0.33 -0.63 0.07
0.56 0.10 -0.08
0.19 1.38 0.09
1.11 -0.14 1.01
-0.28 -0.07 1.12
0.93 0.44 2.02
0.35 -0.36 0.26
0.46 0.76 -1.23
0.67 0.40 -0.22
0.27 0.55 -0.55
-0.54 1.16 0.60
1.49 -0.30 1.97
-0.50 0.23 0.26
-1.17 2.72 0.85
0.34 0.70 1.27
1.04 -1.11 -0.40
0.90 0.52 0.37

Question: relative energy (zero: lowest compared OMol25 entry of this formula, charge and spin) of number 2 (C10H18N2O3S)?
Answer: 315.6 kJ/mol